Entry 1:
{
  "formula": "C37H31F4Ge",
  "method": "ωB97M-V with the def2-TZVPD basis set",
  "symbols": ["Ge", "F", "F", "F", "F", "C", "C", "C", "C", "C", "C", "C", "C", "C", "C", "C", "C", "C", "C", "C", "C", "C", "C", "C", "C", "C", "C", "C", "C", "C", "C", "C", "C", "C", "C", "C", "C", "C", "C", "C", "C", "C", "H", "H", "H", "H", "H", "H", "H", "H", "H", "H", "H", "H", "H", "H", "H", "H", "H", "H", "H", "H", "H", "H", "H", "H", "H", "H", "H", "H", "H", "H", "H"],
  "coordinates": [[0.2706, -0.7440, 2.7938], [-4.4675, 5.1428, 2.1197], [-7.7897, 4.3524, 5.4436], [-0.6297, -0.3293, 12.1119], [-5.2603, 0.8392, 12.0282], [1.3649, 3.6369, 1.4261], [-4.0360, 0.7314, 11.3992], [-1.7668, -0.7871, 4.8050], [-1.6028, 0.4584, 10.0848], [1.9512, -2.4894, 1.1797], [-6.1348, 4.8427, 3.7974], [-3.9637, 1.0735, 10.0524], [-2.7298, 0.9419, 9.3632], [-3.2163, -2.4367, 0.1159], [3.0931, -3.2685, 0.9494], [-1.7329, 0.1461, 11.4269], [-2.0309, -0.5466, 1.0443], [-2.5981, 0.1182, 3.9521], [1.9792, 2.5448, 0.8037], [-4.8838, 4.5056, 3.2704], [-3.3927, 2.3392, 5.9289], [0.0731, 2.1301, 2.8044], [-0.2698, -0.7883, 4.6706], [-2.9401, 0.2667, 12.1351], [-3.0426, -1.0597, 0.2265], [3.8730, -2.8159, 3.1942], [-2.3886, -1.6104, 5.6830], [-4.0348, 3.5774, 3.8585], [1.7855, -1.8701, 2.4298], [0.6974, 1.0300, 2.1967], [-6.5273, 4.1315, 4.9308], [-1.1488, -1.4272, 1.7011], [-1.3554, -2.8101, 1.6311], [0.3963, 3.4285, 2.4059], [1.6414, 1.2361, 1.1776], [-2.3934, -3.3118, 0.8306], [-4.3726, 3.0398, 5.1322], [-2.6396, 1.2242, 7.9593], [-3.6501, 1.8047, 7.1929], [-5.7085, 3.2102, 5.5767], [4.0461, -3.4266, 1.9527], [2.7317, -2.0490, 3.4517], [-4.8524, 1.3882, 9.5167], [-1.9394, 0.5369, 1.1916], [-2.3429, 2.3964, 5.6135], [-0.6587, 0.3125, 9.5621], [4.6244, -2.9371, 3.9696], [2.1146, 0.3789, 0.6898], [-1.8426, -2.4377, 6.1543], [-3.1094, -0.4372, 3.1513], [4.9280, -4.0326, 1.7668], [1.1930, -2.3710, 0.3991], [0.1561, -1.7101, 5.0797], [-0.6430, 1.9955, 3.6165], [-6.0816, 2.6229, 6.4196], [3.2293, -3.7477, -0.0161], [-4.6588, 1.8889, 7.6135], [-2.0412, 0.9040, 3.4243], [-0.1077, 4.2691, 2.8809], [2.5643, -1.5910, 4.4309], [2.7242, 2.7153, 0.0291], [-3.6874, -0.3809, -0.3326], [-0.7060, -3.4961, 2.1904], [-3.1170, 3.2636, 3.3572], [-1.6819, 1.0163, 7.4605], [-6.7829, 5.5671, 3.3201], [-3.4697, -1.5746, 5.8158], [-3.3570, 0.6160, 4.5628], [-3.9919, -2.8315, -0.5368], [1.6433, 4.6539, 1.1492], [-3.0247, 0.0060, 13.1877], [-2.5460, -4.3867, 0.7528], [0.2145, 0.0618, 5.1912]],
  "atomic_forces_ev_per_a": [[0.2744, -0.2939, -0.5542], [-0.6106, -0.9461, 1.4298], [1.6155, -0.3005, -0.7198], [-1.5226, 0.6823, -0.9869], [1.6672, -0.1377, -0.7615], [-0.0167, -0.1515, -0.0836], [-1.0038, 0.1419, 0.2636], [-0.3658, -0.7646, 1.2835], [-0.2088, 0.0695, -0.4550], [0.4912, -0.0515, 0.3761], [0.4854, -0.6018, 0.1718], [0.3190, -0.2189, 0.1765], [-0.3371, -0.6561, 0.9327], [0.2214, -0.1937, 0.1108], [-0.3654, 0.2372, 0.0570], [0.7377, -0.4236, 0.8889], [0.0782, -0.6516, -0.3806], [-0.3419, 0.5165, -0.2792], [-0.2008, -0.1864, 0.1838], [0.3186, 0.4687, -0.9213], [-0.0716, 0.0841, 0.5785], [0.6100, 0.3476, -0.4491], [0.2205, -0.0100, 0.0055], [0.1459, 0.2085, -0.8523], [0.1905, 0.2863, 0.1627], [-0.2029, 0.1226, 0.1917], [0.5604, 0.1278, -0.7183], [0.2975, 0.2611, 0.5200], [0.2295, -0.3464, 0.3289], [-0.0187, 0.6460, 0.1387], [-0.9929, -0.1365, 0.5992], [-0.8944, 0.0640, -0.1204], [-0.4307, 0.0978, -0.4426], [-0.0335, -0.1457, 0.0972], [-0.2182, 0.5517, 0.1864], [0.1660, 0.1586, 0.1158], [-0.8072, -0.0155, -0.9441], [0.2055, 0.4997, -0.3267], [-0.0262, -0.0880, -0.1148], [0.1520, 0.2673, 0.1938], [-0.1166, 0.1425, 0.0533], [0.1960, -0.3161, -0.7542], [0.0331, -0.0234, 0.3781], [0.1235, -0.4374, -0.3145], [-0.4567, -0.2829, -0.1304], [-0.1281, 0.0201, 0.2908], [-0.0816, -0.0514, -0.1112], [-0.0954, 0.3201, 0.1877], [-0.2124, 0.5806, 0.1083], [0.0233, 0.0943, 0.5210], [-0.1030, 0.0975, 0.0336], [0.2982, -0.0387, 0.2553], [-0.1128, 0.1500, 0.1825], [0.3178, 0.0570, -0.1901], [-0.0261, 0.5991, -0.2287], [0.0111, 0.0355, 0.1433], [0.5656, 0.0053, -0.2291], [-0.1200, -0.3485, 0.3045], [0.1992, -0.0478, -0.1178], [0.2210, -0.1370, -0.2818], [-0.1350, -0.0432, 0.1543], [0.1048, -0.1777, 0.1734], [-0.2497, 0.2614, -0.3246], [-0.0942, 0.4440, 0.2028], [-0.3168, 0.1976, 0.2588], [0.0675, -0.0377, 0.0550], [0.1700, -0.1266, -0.1280], [-0.1608, -0.2309, -0.1329], [0.1274, 0.0482, 0.1549], [-0.0852, -0.2825, 0.0124], [0.0473, 0.0467, -0.2535], [0.0006, 0.2124, 0.0197], [-0.3285, -0.2495, -0.1754]],
  "mulliken_charge": [1.786, -0.280, -0.287, -0.284, -0.285, -0.563, 0.395, 0.988, -0.811, -0.085, -0.639, -0.806, 0.777, -0.521, -0.765, 0.374, -0.289, -0.798, -0.645, 0.308, -0.787, 0.406, -1.028, -0.693, -0.589, -0.699, -1.433, -0.574, -0.041, 0.116, 0.224, 0.244, -0.232, -0.672, -0.519, -0.760, 0.848, 0.110, 0.292, -0.603, -0.455, -0.664, 0.462, 0.364, 0.439, 0.465, 0.394, 0.368, 0.294, 0.459, 0.390, 0.426, 0.643, -0.243, 0.535, 0.406, -0.015, -0.618, 0.414, 0.277, 0.404, 0.403, 0.416, 0.564, 0.206, 0.498, 0.324, 0.618, 0.397, 0.380, 0.486, 0.397, 0.392],
  "total_charge": 1,
  "homo_ev": -10.959,
  "gap_ev": 4.7,
  "total_energy_ev": -106248.6125
}

=====

Entry 2:
{
  "formula": "C18H19N3O4S",
  "method": "ωB97M-V with the def2-TZVPD basis set",
  "symbols": ["S", "O", "O", "O", "O", "N", "N", "N", "C", "C", "C", "C", "C", "C", "C", "C", "C", "C", "C", "C", "C", "C", "C", "C", "C", "C", "H", "H", "H", "H", "H", "H", "H", "H", "H", "H", "H", "H", "H", "H", "H", "H", "H", "H", "H"],
  "coordinates": [[4.1845, -1.7349, 0.2063], [4.2028, -1.9605, 1.6226], [4.8375, -2.6699, -0.6532], [1.8625, 1.4244, 1.4834], [-0.0796, -2.7161, -0.1667], [2.5980, -1.4917, -0.3342], [1.9488, -0.6154, 0.5400], [-3.2430, 0.1160, -0.5290], [4.0940, 2.2606, -0.1261], [-3.1749, 2.4795, 0.3114], [6.2444, 1.5561, -0.9411], [-5.4579, -0.4848, 1.1585], [4.6769, -0.0599, -0.1517], [2.4450, 0.6222, 0.7718], [0.8787, -1.1658, 1.3497], [5.9167, 0.2345, -0.6773], [-2.5867, 1.1241, 0.1459], [3.7478, 0.9352, 0.1224], [-5.6539, -0.1158, -0.0923], [-0.2210, -1.6358, 0.3912], [5.3335, 2.5641, -0.6614], [-2.9309, -2.2783, -1.1422], [-1.3938, 0.6372, 0.5848], [-4.5667, 0.2221, -1.0780], [-2.4868, -1.0044, -0.5264], [-1.3062, -0.7247, 0.1646], [-3.8996, -2.5846, -0.7469], [-2.1943, -3.0475, -0.9307], [-0.6438, 1.1956, 1.1078], [2.0138, -2.3029, -0.5251], [5.5940, 3.5932, -0.8583], [-2.5144, 3.0789, 0.9308], [-3.0168, -2.1773, -2.2251], [-4.7208, 1.2442, -1.4399], [-4.4713, -0.5747, 1.5825], [-6.2798, -0.7134, 1.8139], [-4.6493, -0.4469, -1.9412], [6.6007, -0.5743, -0.8799], [-4.1523, 2.4257, 0.7910], [1.2694, -2.0259, 1.9066], [3.3796, 3.0333, 0.1134], [7.2092, 1.7984, -1.3597], [0.5491, -0.3892, 2.0366], [-6.6527, -0.0317, -0.4986], [-3.2906, 2.9813, -0.6504]],
  "atomic_forces_ev_per_a": [[-0.3726, -0.2396, 0.0301], [0.0267, 0.2680, -0.0920], [-0.1053, 0.1686, -0.2580], [0.1063, 0.0336, 0.0106], [0.1337, -0.0802, 0.0113], [0.8867, 0.0784, -0.0063], [-0.4246, -0.1004, 0.1779], [0.2647, -0.0536, -0.0277], [-0.1546, -0.2526, 0.0781], [-0.0392, -0.0925, -0.1149], [-0.0708, -0.0711, 0.0790], [-0.0147, -0.0348, 0.1039], [-0.2194, -0.2713, 0.1105], [-0.2549, 0.5188, -0.1132], [-0.0128, -0.2800, 0.1090], [0.1318, -0.1745, -0.0248], [0.2806, 0.3732, 0.3110], [0.2268, 0.3232, 0.0487], [0.0893, 0.0792, -0.2401], [0.2653, -0.0048, 0.2502], [0.0216, -0.0051, -0.0273], [-0.0594, -0.0513, -0.0185], [-0.2247, -0.0268, -0.0607], [-0.3797, -0.0419, -0.0348], [0.5203, -0.3800, 0.1246], [-0.7913, 0.1400, -0.3465], [-0.0866, -0.0368, -0.0215], [-0.0529, -0.0029, -0.0418], [0.1695, 0.1871, 0.1536], [0.1344, -0.1922, 0.0221], [0.0118, 0.0757, -0.0224], [0.0064, 0.0546, 0.0291], [-0.0212, -0.0512, -0.0825], [0.0658, -0.1398, -0.0430], [0.2669, 0.0088, 0.0180], [-0.2123, -0.0311, 0.0693], [0.0496, 0.1468, 0.0437], [0.1375, -0.0480, -0.0807], [-0.0680, 0.0834, 0.0403], [-0.0988, 0.0770, -0.0740], [-0.0576, 0.0505, 0.0345], [0.0763, -0.0023, -0.0319], [0.0586, -0.0958, -0.1037], [-0.1725, -0.0131, 0.0291], [-0.0369, 0.1069, -0.0182]],
  "mulliken_charge": [1.189, -0.618, -0.676, -0.684, -0.750, -0.637, 0.474, 0.180, -0.695, -1.650, -0.452, -0.739, 0.298, 0.981, -1.196, -0.561, -0.288, 0.179, -0.089, 0.893, -0.590, -1.694, -0.175, -1.120, 0.470, 0.600, 0.341, 0.410, 0.493, 0.286, 0.399, 0.396, 0.331, 0.426, 0.227, 0.317, 0.431, 0.450, 0.331, 0.283, 0.478, 0.399, 0.672, 0.378, 0.304],
  "relative_energy_kcal_mol": 86.6,
  "total_charge": 0,
  "homo_ev": -8.336,
  "smiles": "C=CCn1c(C)cc(C(=O)CN2NS(=O)(=O)c3ccccc3C2=O)c1C",
  "gap_ev": 8.5,
  "total_energy_ev": -42468.6018
}